[1]
ORCA calculation (the ωB97M-V functional and the def2-TZVPD basis) on 2 unconnected molecules or ions with the total composition CH4N3 at a distorted geometry.

Results
Charge   +1
Relative energy (zero: lowest compared OMol25 entry of this formula, charge and spin)   159.0 kcal per mole
LUMO level (alpha / beta)   -7.4 / -6.6 eV
HOMO (alpha / beta)   -16.874 / -15.801 eV

Last columns: bonded neighbours and bond lengths (Å).
CARTESIAN COORDINATES (ANGSTROEM)
1 C 0.94938 -0.08685 -0.83976  N3 1.366, H5 1.180, H6 1.147, H7 1.149
2 N -1.90407 0.69106 1.06252  H8 1.029
3 N 0.15598 -0.69349 0.09147  C1 1.366, N4 1.133
4 N -0.70997 -0.87213 0.79974  N3 1.133
5 H 1.93208 0.32787 -0.33430  C1 1.180
6 H 0.10217 0.57731 -1.23628  C1 1.147
7 H 1.29573 -0.87255 -1.60316  C1 1.149
8 H -1.82129 0.92878 2.05977  N2 1.029

***

[2]
ORCA calculation (the ωB97M-V functional and the def2-TZVPD basis) on 2 unconnected molecules or ions with the total composition CH4N3O2 at a distorted geometry.

Results
Charge   -1
Relative energy (zero: lowest compared OMol25 entry of this formula, charge and spin)   99.4 kcal per mole
LUMO level   4.5 eV
HOMO   -3.000 eV

Last columns: bonded neighbours and bond lengths (Å).
CARTESIAN COORDINATES (ANGSTROEM)
1 C 0.21053 -1.24337 -0.21857  N4 1.445, H7 1.146, H8 1.153, H9 1.079
2 N -1.71363 -0.05522 -0.11820  N4 1.303, O6 1.277
3 N 0.86622 1.59627 0.05222  O5 1.221, H10 1.042
4 N -0.41763 0.04491 -0.03217  C1 1.445, N2 1.303
5 O 1.92994 1.17163 0.47444  N3 1.221
6 O -2.45998 0.97983 -0.06280  N2 1.277
7 H 0.31217 -1.40975 -1.34829  C1 1.146
8 H 1.33615 -1.17053 0.02071  C1 1.153
9 H -0.37424 -1.91143 0.39539  C1 1.079
10 H 0.31046 1.99766 0.83727  N3 1.042

***

Please write out number 1 again, unchanged.
ORCA calculation (the ωB97M-V functional and the def2-TZVPD basis) on 2 unconnected molecules or ions with the total composition CH4N3 at a distorted geometry.

Results
Charge   +1
Relative energy (zero: lowest compared OMol25 entry of this formula, charge and spin)   159.0 kcal per mole
LUMO level (alpha / beta)   -7.4 / -6.6 eV
HOMO (alpha / beta)   -16.874 / -15.801 eV

Last columns: bonded neighbours and bond lengths (Å).
CARTESIAN COORDINATES (ANGSTROEM)
1 C 0.94938 -0.08685 -0.83976  N3 1.366, H5 1.180, H6 1.147, H7 1.149
2 N -1.90407 0.69106 1.06252  H8 1.029
3 N 0.15598 -0.69349 0.09147  C1 1.366, N4 1.133
4 N -0.70997 -0.87213 0.79974  N3 1.133
5 H 1.93208 0.32787 -0.33430  C1 1.180
6 H 0.10217 0.57731 -1.23628  C1 1.147
7 H 1.29573 -0.87255 -1.60316  C1 1.149
8 H -1.82129 0.92878 2.05977  N2 1.029